No. 1
This record from the OMol25 dataset describes a 13-piece molecular cluster, C30H76BO20 overall. The level of theory is ωB97M-V/def2-TZVPD.

Output
Max |F|: 0.1096 hartree/bohr
Kohn-Sham gap: 0.3527 Eh
Relative energy (zero: lowest compared OMol25 entry of this formula, charge and spin): 0.000 eV
Calculated total energy: -73974.2727 eV
Net charge: -1
HOMO level: -7.68 eV

The geometry in XYZ format:
```
127
Properties=species:S:1:pos:R:3:lowdin_charge:R:1
O 2.543 -2.702 -0.607 0.150
O -1.472 -0.600 -0.304 0.235
O 2.064 3.993 0.352 -0.039
O 1.136 1.065 -5.006 -0.046
O 4.815 -4.718 -3.993 -0.120
O 6.562 -0.109 -0.565 -0.117
O 2.758 0.960 4.822 -0.049
O 0.409 -2.105 -0.281 0.239
O -3.724 -0.665 -0.178 0.110
O 0.676 -0.142 0.879 0.208
O -1.422 2.083 -4.522 -0.056
O 3.192 3.201 3.046 -0.059
O -3.823 -3.393 -3.566 -0.052
O -3.181 -2.047 2.471 0.081
O -5.556 -1.919 -1.765 -0.145
O 5.059 -1.787 1.379 -0.129
O 2.987 -0.096 0.762 0.105
O -4.717 2.051 3.578 -0.055
O -1.026 -1.728 1.660 0.219
O -5.905 -2.351 3.312 -0.115
C -1.925 1.547 -3.301 -0.451
C 4.886 -2.697 2.395 -0.168
C 1.903 -0.619 0.573 -0.301
C 0.834 3.330 0.065 -0.479
C -3.858 1.790 2.477 -0.486
C 0.371 1.110 5.125 -0.043
C -2.522 1.290 3.137 -0.021
C -1.623 -3.074 -2.793 -0.045
C 1.431 -1.019 4.272 -0.042
C 1.500 0.488 4.311 -0.465
C 0.805 -0.935 -3.588 -0.030
C 4.555 3.004 3.311 -0.495
C 5.526 -0.064 -1.486 -0.186
C -3.701 2.984 1.611 -0.058
C -6.692 -2.523 -1.098 -0.111
C 0.030 3.093 1.346 -0.030
C -2.608 -0.908 0.228 -0.372
C 1.731 0.294 -4.004 -0.431
C 0.052 4.124 -0.923 -0.052
C -2.951 2.504 -2.631 -0.042
C -2.639 0.231 -3.600 -0.044
C 5.161 1.810 2.579 -0.027
C 3.491 -4.325 -3.902 -0.182
C 5.347 4.330 3.071 -0.040
C -2.769 -4.064 -2.934 -0.497
C -6.279 -1.355 2.371 -0.167
C -2.483 -5.267 -3.833 -0.055
C -2.347 -1.636 1.596 -0.276
C 1.871 1.167 -2.743 -0.042
C 1.683 -1.984 -0.172 -0.404
B -0.350 -1.119 0.486 -0.896
H 2.998 1.721 4.289 0.020
H -1.845 -2.329 -2.030 0.059
H 3.187 3.503 2.135 0.059
H -4.977 -2.148 3.451 0.032
H -0.857 3.589 -1.196 0.057
H 4.651 0.865 2.764 0.063
H 4.577 -2.239 3.335 0.076
H -2.171 2.102 -5.122 0.100
H 2.522 4.033 -0.490 0.090
H 0.380 -1.509 -4.412 0.073
H -5.560 2.355 3.233 0.083
H -3.911 2.433 -3.142 0.074
H -6.995 -1.846 -0.299 0.050
H -4.433 1.094 1.866 0.111
H -1.783 1.008 2.387 0.065
H -1.856 -5.963 -3.276 0.072
H -2.699 -0.477 -2.773 0.055
H -3.273 3.719 2.292 0.089
H -2.669 3.553 -2.540 0.068
H 4.497 2.886 4.393 0.130
H -0.326 5.052 -0.496 0.089
H -1.273 -2.640 -3.730 0.069
H -3.098 -4.460 -1.973 0.137
H -0.264 3.986 1.898 0.097
H 2.750 -5.008 -4.315 0.078
H 0.426 -1.342 3.999 0.074
H -4.673 3.332 1.261 0.085
H -0.024 -0.639 -2.944 0.050
H 6.195 1.747 2.916 0.087
H 1.354 -1.650 -2.975 0.065
H 0.528 2.378 2.001 0.063
H 2.223 2.146 -3.070 0.090
H 5.573 -0.990 -2.059 0.078
H 0.557 4.376 -1.856 0.085
H -4.993 -1.439 -1.153 0.012
H 6.371 4.109 3.372 0.070
H -3.409 -5.743 -4.156 0.077
H 5.099 5.202 3.677 0.073
H 4.402 -1.096 1.492 0.027
H -0.729 -3.606 -2.466 0.087
H 6.235 -0.725 0.095 0.035
H -7.524 -2.669 -1.786 0.081
H -5.717 -1.497 1.448 0.043
H 2.523 0.684 -2.015 0.070
H -3.039 2.822 0.760 0.062
H -2.686 0.504 3.874 0.082
H 3.372 -3.345 -4.365 0.071
H 3.336 -4.206 -2.830 0.070
H 1.414 0.734 3.252 0.108
H 5.673 0.798 -2.138 0.081
H -1.058 1.251 -2.710 0.100
H 1.008 2.331 -0.333 0.109
H 1.561 -1.471 5.255 0.084
H -2.074 -0.232 -4.409 0.087
H 5.269 4.590 2.016 0.077
H 0.162 2.165 4.947 0.074
H -7.289 -1.613 2.052 0.075
H 0.544 0.967 6.192 0.084
H -4.070 -2.842 -2.820 0.038
H 2.706 -0.030 -4.366 0.133
H 0.456 1.560 -4.543 0.037
H -2.095 2.092 3.739 0.077
H -3.655 0.428 -3.942 0.086
H -0.835 2.533 0.991 0.056
H 5.264 -4.667 -3.146 0.077
H -0.596 0.685 4.856 0.050
H 0.888 1.325 -2.301 0.050
H -6.122 -0.320 2.676 0.069
H -1.876 -5.014 -4.703 0.075
H -6.367 -3.394 -0.529 0.083
H 4.546 -0.059 -1.010 0.047
H 5.042 1.975 1.508 0.087
H 2.080 -1.500 3.539 0.066
H 5.808 -3.247 2.582 0.084
H 4.042 -3.314 2.090 0.079
H -3.200 2.138 -1.635 0.064
```

=====

No. 2
This record from the OMol25 dataset describes a 7-piece molecular cluster, C30H77N3O10 overall. The level of theory is ωB97M-V/def2-TZVPD.

Output
Max |F|: 0.0538 hartree/bohr
Kohn-Sham gap: 0.3379 Eh
Relative energy (zero: lowest compared OMol25 entry of this formula, charge and spin): 3.234 eV
Calculated total energy: -57297.4986 eV
SMILES: COCCNCCOC.COCCNCCOC.COCCNCCOC.CC(C)O.CC(C)O.CC(C)O.CC(C)O
HOMO level: -8.71 eV

The geometry in XYZ format:
```
120
Properties=species:S:1:pos:R:3:lowdin_charge:R:1
O 1.941 3.431 25.093 -0.209
O 7.830 3.064 19.302 -0.186
O 0.220 -5.324 24.080 -0.040
O -3.639 2.436 23.490 -0.059
O 7.191 -1.021 36.098 -0.193
O 2.106 -2.118 31.095 -0.208
O 4.911 4.289 21.856 -0.211
O 1.619 5.076 29.299 -0.080
O 7.956 -1.403 23.272 -0.078
O 2.488 -1.569 27.036 -0.225
N 4.999 -1.141 33.197 -0.065
N 3.443 1.519 26.912 -0.048
N 6.937 5.549 20.103 -0.030
C 7.954 1.710 18.901 -0.108
C -4.198 2.861 24.762 -0.496
C 5.534 6.011 20.206 -0.231
C 3.316 -1.443 31.433 -0.238
C 6.374 0.031 24.311 -0.079
C 1.352 -1.858 27.861 -0.071
C -3.405 3.989 25.351 -0.063
C 7.287 5.304 18.684 -0.195
C 0.673 4.576 28.307 -0.461
C 4.978 5.689 21.584 -0.223
C 3.278 0.623 28.065 -0.197
C -0.023 5.799 27.676 -0.043
C 0.980 3.927 24.180 -0.092
C -0.195 3.678 29.145 -0.061
C 0.939 -1.338 31.403 -0.095
C 3.668 -1.726 32.900 -0.196
C 8.266 -0.180 36.466 -0.102
C 0.321 -4.194 24.910 -0.520
C 7.493 -0.913 24.568 -0.474
C 3.526 -0.857 27.699 -0.197
C 1.034 -3.041 24.195 -0.043
C 8.685 -0.248 25.266 -0.060
C -1.060 -3.754 25.267 -0.074
C 2.456 1.214 25.856 -0.192
C 6.847 -0.951 34.743 -0.253
C 2.508 2.195 24.652 -0.206
C 7.275 3.830 18.256 -0.230
C 5.380 -1.422 34.555 -0.220
C 3.926 3.558 21.095 -0.083
C -5.685 3.093 24.637 -0.065
H -0.336 6.441 28.502 0.079
H 7.219 -1.834 25.082 0.136
H 0.603 -2.056 27.096 0.064
H -0.664 4.204 29.976 0.086
H 3.930 0.983 28.859 0.116
H 1.252 3.640 23.164 0.077
H 5.641 -1.548 32.527 0.109
H 2.942 -1.211 33.528 0.117
H 7.507 -1.486 34.048 0.120
H 1.303 4.035 27.600 0.112
H 8.408 -0.252 37.542 0.087
H 7.012 1.336 18.485 0.085
H -3.739 4.604 26.183 0.082
H 1.052 -1.032 28.506 0.066
H 1.351 -2.322 24.949 0.054
H 2.680 0.229 25.450 0.105
H 6.727 5.950 18.007 0.112
H -3.213 4.681 24.521 0.087
H 9.180 -0.476 35.945 0.088
H 0.793 -1.168 32.471 0.083
H 3.559 2.300 24.381 0.120
H 5.409 -2.484 34.830 0.119
H 3.237 4.201 20.545 0.086
H -1.071 -2.938 25.992 0.066
H 3.813 -1.425 28.588 0.101
H -0.860 3.045 28.555 0.077
H 8.468 -0.688 22.880 0.072
H 1.909 1.626 23.940 0.121
H 8.814 0.712 24.759 0.081
H 0.493 2.972 29.615 0.070
H 4.861 5.824 19.363 0.110
H 4.343 2.877 20.350 0.078
H 6.494 0.748 23.497 0.084
H 5.451 7.107 20.236 0.111
H 2.500 5.156 28.925 0.080
H 6.166 0.554 25.248 0.077
H 3.319 -0.366 31.239 0.120
H 4.031 6.164 21.852 0.121
H 7.817 3.738 17.310 0.121
H 2.247 0.581 28.443 0.092
H 3.581 -2.814 32.950 0.125
H -4.086 1.975 25.396 0.129
H -6.219 2.148 24.525 0.077
H -0.870 5.625 27.016 0.064
H -6.035 3.501 25.588 0.081
H 8.514 0.007 26.314 0.077
H 4.299 -0.893 26.927 0.118
H 3.390 2.982 21.848 0.062
H 6.961 4.709 20.669 0.089
H -1.620 -3.408 24.397 0.085
H 1.885 -3.463 23.657 0.080
H 0.071 -1.893 31.049 0.088
H 3.461 2.498 27.158 0.096
H 1.434 1.275 26.242 0.123
H 4.062 -1.866 30.757 0.110
H -2.372 3.718 25.588 0.059
H 4.791 -0.932 35.331 0.124
H 7.966 0.836 36.190 0.086
H 1.552 -2.731 28.485 0.092
H 0.974 -0.407 30.833 0.075
H 8.284 5.749 18.608 0.107
H -0.009 3.531 24.433 0.081
H 6.955 0.073 34.361 0.115
H 9.579 -0.866 25.225 0.079
H 0.933 -5.940 24.256 0.090
H 0.772 6.366 27.187 0.074
H 8.110 1.055 19.757 0.083
H 0.985 5.003 24.358 0.088
H 8.731 1.554 18.150 0.088
H 6.242 3.516 18.068 0.117
H -5.970 3.760 23.824 0.086
H 0.849 -4.463 25.830 0.137
H 0.407 -2.619 23.410 0.081
H 5.460 -0.480 24.001 0.079
H -4.244 1.779 23.134 0.078
H 5.713 5.968 22.342 0.126
H -1.669 -4.547 25.707 0.082
```

=====

No. 3
This record from the OMol25 dataset describes a 7-piece molecular cluster, C30H77N3O10 overall. The level of theory is ωB97M-V/def2-TZVPD.

Output
Max |F|: 0.0655 hartree/bohr
Kohn-Sham gap: 0.3313 Eh
Relative energy (zero: lowest compared OMol25 entry of this formula, charge and spin): 5.757 eV
Calculated total energy: -57294.9754 eV
SMILES: COCCNCCOC.COCCNCCOC.COCCNCCOC.CC(C)O.CC(C)O.CC(C)O.CC(C)O
HOMO level: -8.43 eV

The geometry in XYZ format:
```
120
Properties=species:S:1:pos:R:3:lowdin_charge:R:1
O 0.352 0.637 -3.163 -0.082
O -2.284 2.826 3.192 -0.180
O 0.824 2.661 -5.200 -0.079
O -3.094 0.887 6.869 -0.177
O -2.440 -6.115 -4.060 -0.210
O 0.345 5.634 -0.405 -0.094
O 3.918 -3.350 7.176 -0.183
O 2.775 -2.284 1.924 -0.220
O -0.840 -2.438 -7.934 -0.202
O 2.047 3.776 1.461 -0.047
N -2.006 -3.246 -4.925 -0.045
N 4.407 -1.540 5.206 -0.053
N -4.217 1.128 4.240 -0.080
C -0.318 -0.279 -2.177 -0.373
C -1.670 -3.652 -8.097 -0.059
C 3.787 -2.442 2.908 -0.166
C -1.902 5.979 -0.969 -0.052
C 3.925 -1.177 6.522 -0.228
C -2.554 1.732 7.855 -0.131
C -0.548 5.593 -1.519 -0.443
C -0.312 0.341 -0.791 -0.062
C -0.886 -2.334 -5.373 -0.180
C -4.594 2.340 3.670 -0.236
C 0.281 2.330 -7.582 -0.069
C 1.338 2.560 -6.574 -0.467
C 3.347 -1.698 4.216 -0.178
C 2.373 1.469 -6.537 -0.061
C -3.531 2.631 2.548 -0.200
C -1.872 -3.569 -3.507 -0.217
C -0.351 4.203 -2.193 -0.027
C 0.503 -1.621 -2.105 -0.058
C 3.107 -2.231 7.125 -0.265
C -1.245 2.425 2.361 -0.125
C 2.931 -2.848 0.677 -0.126
C 2.195 1.370 2.135 -0.028
C -1.223 -1.744 -6.726 -0.224
C -4.957 0.580 5.356 -0.207
C 2.099 2.472 1.012 -0.477
C 3.375 2.492 0.085 -0.053
C -1.127 -6.533 -4.281 -0.134
C -4.543 1.049 6.737 -0.199
C 3.544 -4.314 8.041 -0.141
C -2.714 -4.886 -3.253 -0.132
H 4.725 -0.942 7.225 0.128
H -0.839 1.295 -0.771 0.060
H -3.775 3.498 1.933 0.117
H -0.986 -7.530 -4.700 0.084
H 4.660 -2.469 5.511 0.088
H -2.534 -5.245 -2.240 0.108
H -0.053 6.369 -2.103 0.135
H 2.918 1.572 2.925 0.079
H -3.766 -4.607 -3.309 0.114
H 2.121 -2.510 6.754 0.127
H 0.680 0.402 -0.344 0.074
H -0.556 -0.892 -6.854 0.098
H -4.678 -0.474 5.352 0.113
H 3.561 -3.978 9.078 0.093
H -0.870 -3.939 -3.294 0.090
H -2.013 6.981 -0.554 0.077
H 0.711 3.956 -2.196 0.074
H -1.626 1.388 8.313 0.082
H 1.663 4.351 0.796 0.057
H -2.684 -3.425 -7.766 0.081
H -5.586 2.275 3.224 0.119
H -0.300 2.724 2.816 0.084
H 2.924 -1.856 8.132 0.126
H -1.894 -4.121 -5.418 0.059
H 3.383 1.760 -6.251 0.081
H 0.596 2.116 -8.603 0.085
H -0.301 1.425 -7.412 0.064
H 4.183 -5.192 7.949 0.095
H 0.385 -2.214 -1.198 0.068
H 2.767 -0.783 4.086 0.111
H -3.616 1.694 1.998 0.116
H -1.322 2.771 1.331 0.083
H 3.408 -0.219 6.460 0.126
H 0.426 1.848 -4.878 0.036
H -1.712 -3.837 -9.171 0.088
H 3.572 1.561 -0.448 0.063
H -4.728 2.121 6.672 0.111
H -2.347 2.741 7.498 0.086
H 3.924 -3.524 2.918 0.120
H 4.199 2.665 0.779 0.073
H 1.552 -1.332 -2.039 0.075
H 0.093 -2.807 -5.300 0.123
H -2.232 -1.333 -6.752 0.126
H 2.601 1.142 -7.551 0.075
H -0.893 3.398 -1.699 0.061
H 3.473 3.353 -0.575 0.067
H -0.627 4.323 -3.241 0.075
H 0.449 -2.256 -2.989 0.039
H -3.226 1.852 8.705 0.081
H 2.601 0.385 1.905 0.056
H -6.033 0.715 5.245 0.124
H 1.975 -2.850 0.153 0.062
H -4.598 3.146 4.404 0.113
H -3.258 1.273 4.523 0.104
H 1.151 1.010 -2.784 0.080
H 1.264 2.273 0.340 0.093
H 1.125 6.181 -0.516 0.092
H 1.909 0.640 -6.003 0.080
H -1.194 -4.329 -7.388 0.072
H 4.700 -1.922 2.619 0.118
H -0.736 -5.913 -5.088 0.075
H 1.191 1.275 2.548 0.050
H -2.303 5.283 -0.233 0.074
H 2.580 -2.298 4.705 0.097
H 3.528 -2.207 0.028 0.090
H -5.255 0.601 7.431 0.123
H -1.286 1.336 2.337 0.089
H -0.631 -6.636 -3.316 0.092
H -0.535 3.051 -7.618 0.083
H -2.647 6.156 -1.745 0.076
H -1.318 -0.523 -2.533 0.121
H -0.804 -1.550 -4.620 0.089
H -2.169 -2.737 -2.869 0.115
H 1.881 3.483 -6.775 0.136
H -0.973 -0.177 -0.096 0.088
H 2.546 -4.689 7.814 0.092
H 3.235 -3.889 0.784 0.091
```

=====

Question: Which of these has the highest max |F|?
Answer: C30H76BO20

=====

Question: Among the records above, which one has the highest max |F|?
Answer: C30H76BO20